No. 1
The following is a quantum chemistry calculation of a molecular structure, C39H38Cl2FN7O5RuS3 in a non-equilibrium geometry, from the OMol25 dataset.

Structure (ORCA input):
```
! wB97M-V def2-TZVPD RIJCOSX def2/J DEFGRID3
* xyz 1 2
Ru 0.65 -1.45 -1.11
Cl -0.75 -2.03 0.80
Cl 4.32 -1.80 2.78
S 2.47 -1.64 0.27
S -1.48 -1.89 -2.38
S 1.45 -4.70 -1.22
F 1.59 2.09 4.57
O 2.71 -5.26 -1.64
O -1.51 1.94 -3.23
O 0.56 0.45 0.07
O 1.12 -4.59 0.17
O 0.20 0.65 -2.59
N -0.67 5.97 6.74
N -0.93 -2.15 -5.06
N 0.30 4.64 4.85
N 2.10 -1.31 -2.50
N -1.19 4.13 0.27
N 1.29 -3.22 -1.90
N -1.52 -0.16 -4.52
C 0.27 3.86 3.66
C -0.94 -1.41 -6.22
C 1.78 -1.94 1.84
C -1.84 -7.15 -3.18
C 0.43 -2.14 2.11
C -2.14 -6.23 -2.17
C 0.78 1.87 2.39
C -1.14 -5.50 -1.56
C 3.69 -0.82 -4.15
C 0.43 5.08 7.23
C 0.18 -5.67 -1.96
C -0.42 4.36 2.57
C 3.18 -3.13 -3.62
C -1.31 -0.15 -5.87
C 0.05 1.58 0.05
C 2.77 -0.41 -3.21
C 0.87 2.60 3.54
C -0.51 -7.32 -3.56
C -0.16 6.87 5.65
C -0.09 -2.42 3.36
C -1.20 3.41 -0.88
C 0.73 4.06 6.12
C 0.50 -6.58 -2.95
C -0.61 2.20 -1.05
C -0.59 -3.56 -4.98
C 2.26 -2.63 -2.69
C 0.75 6.02 4.75
C -2.93 -7.93 -3.86
C -3.04 5.63 1.14
C 0.10 2.37 1.29
C -1.28 -1.37 -4.02
C 0.78 -2.51 4.43
C 2.13 -2.31 4.23
C -0.50 3.63 1.37
C -0.65 1.54 -2.41
C -1.80 5.43 0.32
C -3.11 5.64 -0.36
C 2.62 -2.04 2.97
C 3.89 -2.19 -4.34
H -2.56 -8.86 -4.28
H 1.79 3.81 6.16
H -0.94 5.30 2.65
H 1.54 -6.72 -3.23
H 0.68 6.38 3.73
H -0.70 -1.83 -7.18
H -1.40 5.38 6.34
H -3.74 -8.16 -3.17
H -0.11 -3.74 -4.02
H -3.17 -6.10 -1.86
H 0.16 3.14 6.30
H -1.08 6.52 7.50
H -1.66 0.69 -3.93
H 4.24 -0.10 -4.73
H 1.80 6.12 5.05
H -1.43 0.74 -6.47
H -1.37 -4.80 -0.77
H -1.03 7.26 5.12
H -3.37 -7.35 -4.68
H 3.31 -4.19 -3.74
H 0.10 -3.80 -5.79
H -0.26 -8.04 -4.32
H -1.15 -2.57 3.48
H 1.27 0.90 2.31
H -3.26 6.59 -0.87
H 1.28 5.73 7.45
H -1.71 3.86 -1.72
H 2.55 0.63 -3.01
H 0.37 7.70 6.12
H 2.83 -2.38 5.05
H -1.48 -4.18 -5.06
H 0.11 4.60 8.16
H -3.44 4.75 1.63
H -3.16 6.56 1.67
H -1.08 6.25 0.29
H 0.40 -2.74 5.42
H 4.61 -2.53 -5.07
H -3.58 4.79 -0.84
*
```

## Properties
- energy above the lowest of the compared OMol25 structures with the same formula, charge and spin (kcal/mol) = 19.72
- molecular weight (g/mol) = 971.95
- HOMO (alpha / beta) (eV) = -8.78 / -9.02
- F_max (hartree/bohr) = 0.0292
- orbital gap (alpha / beta) (eV) = 5.52 / 5.77
- expectation value of S² = 0.755
- electronic energy (eV) = -124573.1820

***

No. 2
The following is a quantum chemistry calculation of 2 unconnected molecules or ions with the total composition CH7NOP2 in a non-equilibrium geometry, from the OMol25 dataset.

Structure (ORCA input):
```
! wB97M-V def2-TZVPD RIJCOSX def2/J DEFGRID3
* xyz 0 1
P 1.59 0.93 0.67
P 2.41 -0.68 -0.46
O -0.33 0.97 -0.91
N -1.53 0.80 -0.43
C -1.88 -0.51 0.06
H 0.94 0.06 1.57
H -1.88 1.58 0.13
H 3.60 -0.74 0.27
H -1.69 -1.23 -0.74
H 2.98 0.15 -1.42
H -1.27 -0.79 0.93
H -2.93 -0.52 0.33
*
```

## Properties
- energy above the lowest of the compared OMol25 structures with the same formula, charge and spin (kcal/mol) = 36.72
- molecular weight (g/mol) = 111.02
- HOMO (alpha / beta) (eV) = -7.67 / -8.59
- F_max (hartree/bohr) = 0.0223
- orbital gap (alpha / beta) (eV) = 7.58 / 8.18
- electronic energy (eV) = -23261.5049

***

No. 3
The following is a quantum chemistry calculation of 2 unconnected molecules or ions with the total composition C7H12N4 in a non-equilibrium geometry, from the OMol25 dataset.

Structure (ORCA input):
```
! wB97M-V def2-TZVPD RIJCOSX def2/J DEFGRID3
* xyz 2 1
N -2.40 -1.74 0.96
N 2.09 1.02 -2.11
N 0.94 -0.17 1.59
N -2.55 0.48 1.42
C 1.65 0.50 -0.99
C 0.33 0.09 -0.69
C -1.96 -0.57 1.01
C -0.72 0.02 -1.75
C 2.58 0.36 0.11
C 2.19 0.05 1.35
C 0.02 -0.20 0.59
H 0.68 -0.44 2.49
H 3.55 0.62 -0.03
H -2.07 -2.62 0.55
H -1.55 0.75 -1.73
H 3.10 1.32 -2.13
H 1.65 1.18 -3.04
H -3.29 -1.86 1.50
H -1.17 -0.92 -1.61
H 2.96 0.06 2.11
H -2.15 1.43 1.45
H -3.56 0.48 1.68
H -0.29 0.15 -2.74
*
```

## Properties
- energy above the lowest of the compared OMol25 structures with the same formula, charge and spin (kcal/mol) = 31.47
- molecular weight (g/mol) = 152.20
- HOMO (eV) = -16.71
- F_max (hartree/bohr) = 0.1545
- orbital gap (eV) = 8.93
- electronic energy (eV) = -13396.2731